1:
Molecular formula: C3H6O2P
Method: DFT, wB97M-V/def2-TZVPD

CARTESIAN COORDINATES (ANGSTROEM)
C1 -0.410 -1.195 1.637
C2 -0.106 -1.033 0.341
P1 1.493 -0.149 0.014
C3 0.703 1.416 -0.372
O1 2.381 -0.154 1.157
O2 2.070 -0.924 -1.574
H1 -1.261 -1.639 2.035
H2 0.204 -0.500 2.074
H3 -0.603 -1.553 -0.533
H4 1.276 2.389 -0.357
H5 0.296 1.347 -1.336
H6 0.038 1.418 0.511

Computed properties:
total charge: -1
orbital gap: 7.71 eV
multiplicity: 1
structure (SMILES): C=C[P@@](C)(=O)[O-]
molar mass: 105.05 g mol⁻¹

---

2:
Molecular formula: C3H6O2P
Method: DFT, wB97M-V/def2-TZVPD

CARTESIAN COORDINATES (ANGSTROEM)
C1 -1.893 -0.194 0.667
C2 -0.853 -0.268 -0.409
C3 0.437 -0.181 -0.454
P1 1.909 0.029 0.682
O1 2.827 -1.068 0.203
O2 2.480 1.331 -0.371
H1 -2.046 0.814 1.056
H2 -1.662 -0.917 1.500
H3 -2.738 -0.781 0.271
H4 -1.409 -0.573 -1.424
H5 0.882 -0.334 -1.439
H6 2.067 2.142 -0.281

Computed properties:
total charge: -1
orbital gap: 6.79 eV
multiplicity: 1
structure (SMILES): C/C=C\P([O-])O
molar mass: 105.05 g mol⁻¹

---

3:
Molecular formula: C3H6O2P
Method: DFT, wB97M-V/def2-TZVPD

CARTESIAN COORDINATES (ANGSTROEM)
C1 -0.100 -2.098 -0.375
C2 0.259 -1.091 0.368
P1 1.680 0.007 0.032
C3 0.967 1.904 0.115
O1 2.580 -0.318 1.175
O2 2.140 -0.025 -1.352
H1 -0.931 -2.920 -0.177
H2 0.134 -2.169 -1.449
H3 0.178 -1.164 1.480
H4 1.418 2.228 -0.752
H5 -0.208 2.026 0.050
H6 1.392 2.513 1.008

Computed properties:
total charge: -1
orbital gap: 8.75 eV
multiplicity: 1
structure (SMILES): C=C[P@@](C)(=O)[O-]
molar mass: 105.05 g mol⁻¹

---

Relative energies, in kJ/mol, with the most stable structure set to zero: 1 157.6; 2 104.7; 3 0.0.

---

1:
Molecular formula: C2H3N3O
Method: DFT, wB97M-V/def2-TZVPD

CARTESIAN COORDINATES (ANGSTROEM)
N1 0.569 0.012 -1.400
C1 -0.494 0.194 -0.568
C2 -0.401 -0.342 0.831
N2 0.332 0.132 1.786
N3 0.948 0.511 2.665
O1 -1.545 0.666 -0.957
H1 0.400 0.180 -2.381
H2 1.436 -0.413 -1.118
H3 -1.247 -0.940 1.142

Computed properties:
total charge: 0
orbital gap: 9.40 eV
multiplicity: 1
molar mass: 85.07 g mol⁻¹

---

2:
Molecular formula: C2H3N3O
Method: DFT, wB97M-V/def2-TZVPD

CARTESIAN COORDINATES (ANGSTROEM)
O1 -1.920 -0.138 -0.015
N1 -0.615 -0.296 -0.103
C1 0.046 0.780 -0.258
C2 1.350 0.361 0.082
N2 1.351 -1.048 -0.044
N3 0.060 -1.405 -0.183
H1 -2.381 -1.065 0.461
H2 -0.225 1.824 -0.122
H3 2.334 0.987 0.182

Computed properties:
total charge: 0
orbital gap: 9.95 eV
multiplicity: 1
structure (SMILES): On1ccnn1
molar mass: 85.07 g mol⁻¹

---

Relative energies, in kJ/mol, with the most stable structure set to zero: 1 0.0; 2 297.8.

---

1:
Molecular formula: C2H3N3O
Method: DFT, wB97M-V/def2-TZVPD

CARTESIAN COORDINATES (ANGSTROEM)
N1 1.878 0.183 -0.135
C1 0.892 0.578 0.660
N2 -0.276 0.816 0.113
C2 -1.438 0.335 0.057
N3 -1.737 -0.998 0.606
O1 -1.597 -1.890 -0.190
H1 1.783 -0.039 -1.122
H2 2.801 0.096 0.257
H3 -2.306 0.920 -0.246

Computed properties:
total charge: 0
orbital gap: 8.27 eV
multiplicity: 1
molar mass: 85.07 g mol⁻¹

---

2:
Molecular formula: C2H3N3O
Method: DFT, wB97M-V/def2-TZVPD

CARTESIAN COORDINATES (ANGSTROEM)
N1 -1.557 -0.541 -0.786
C1 -0.365 -0.125 -0.149
N2 0.226 -0.389 1.012
C2 1.531 0.167 0.811
N3 1.529 0.949 -0.224
O1 0.357 0.849 -0.920
H1 -2.182 0.305 -1.342
H2 -1.949 -1.282 0.048
H3 2.411 0.067 1.550

Computed properties:
total charge: 0
orbital gap: 9.99 eV
multiplicity: 1
structure (SMILES): Nc1ncno1
molar mass: 85.07 g mol⁻¹

---

3:
Molecular formula: C2H3N3O
Method: DFT, wB97M-V/def2-TZVPD

CARTESIAN COORDINATES (ANGSTROEM)
C1 -1.641 -0.189 0.218
N1 -0.287 -0.718 0.396
C2 0.598 -0.086 -0.109
N2 1.376 0.643 -0.752
N3 2.723 0.729 -0.447
O1 3.109 -0.188 0.226
H1 -1.715 0.818 0.635
H2 -1.827 -0.139 -0.858
H3 -2.336 -0.870 0.691

Computed properties:
total charge: 0
orbital gap: 9.85 eV
multiplicity: 1
structure (SMILES): CN=C=NN=O
molar mass: 85.07 g mol⁻¹

---

4:
Molecular formula: C2H3N3O
Method: DFT, wB97M-V/def2-TZVPD

CARTESIAN COORDINATES (ANGSTROEM)
N1 -1.565 -0.262 -0.321
C1 -0.291 -0.561 0.112
C2 0.704 0.443 -0.296
N2 1.849 0.446 0.327
N3 2.828 0.465 0.891
O1 -0.018 -1.566 0.745
H1 -2.284 -0.859 0.062
H2 -1.815 0.712 -0.414
H3 0.589 1.156 -1.099

Computed properties:
total charge: 0
orbital gap: 9.63 eV
multiplicity: 1
molar mass: 85.07 g mol⁻¹

---

Relative energies, in kJ/mol, with the most stable structure set to zero: 1 339.8; 2 168.7; 3 298.9; 4 0.0.

---

1:
Molecular formula: C2H3N3O
Method: DFT, wB97M-V/def2-TZVPD

CARTESIAN COORDINATES (ANGSTROEM)
O1 -1.694 1.567 -0.149
C1 -0.887 0.671 -0.042
N1 0.499 0.778 0.042
C2 1.032 -0.483 0.148
N2 0.131 -1.394 0.175
N3 -1.075 -0.716 0.086
H1 0.991 1.654 0.005
H2 2.087 -0.705 0.135
H3 -1.670 -1.219 -0.553

Computed properties:
total charge: 0
orbital gap: 10.05 eV
multiplicity: 1
structure (SMILES): O=c1[nH]cn[nH]1
molar mass: 85.07 g mol⁻¹

---

2:
Molecular formula: C2H3N3O
Method: DFT, wB97M-V/def2-TZVPD

CARTESIAN COORDINATES (ANGSTROEM)
C1 -0.981 -0.011 0.017
N1 0.388 0.186 -0.199
C2 1.262 -1.353 -0.196
N2 1.903 -2.258 0.032
N3 1.091 1.281 -0.132
O1 0.344 2.272 0.012
H1 -1.305 0.973 0.468
H2 -1.674 -0.226 -0.764
H3 -1.028 -0.864 0.762

Computed properties:
total charge: 0
orbital gap: 9.79 eV
multiplicity: 1
structure (SMILES): CN(C#N)N=O
molar mass: 85.07 g mol⁻¹

---

Relative energies, in kJ/mol, with the most stable structure set to zero: 1 0.0; 2 529.3.

---

1:
Molecular formula: C2H3N3O
Method: DFT, wB97M-V/def2-TZVPD

CARTESIAN COORDINATES (ANGSTROEM)
C1 1.274 -0.369 -0.014
C2 1.007 0.939 -0.062
N1 0.024 -1.054 0.037
N2 -2.111 -0.074 0.237
N3 -0.880 -0.165 0.089
O1 -0.316 1.141 0.106
H1 2.067 -1.046 -0.045
H2 1.533 1.801 -0.207
H3 -2.597 -1.175 -0.141

Computed properties:
total charge: 0
orbital gap: 9.20 eV
multiplicity: 1
molar mass: 85.07 g mol⁻¹

---

2:
Molecular formula: C2H3N3O
Method: DFT, wB97M-V/def2-TZVPD

CARTESIAN COORDINATES (ANGSTROEM)
N1 1.399 0.611 -0.191
C1 0.135 0.220 -0.057
C2 -0.374 -1.032 -0.129
O1 -1.711 -0.891 -0.004
N2 -2.032 0.435 0.060
N3 -0.912 1.118 0.027
H1 1.952 0.058 0.343
H2 1.477 1.567 0.189
H3 0.064 -2.087 -0.237

Computed properties:
total charge: 0
orbital gap: 9.96 eV
multiplicity: 1
structure (SMILES): Nc1conn1
molar mass: 85.07 g mol⁻¹

---

Relative energies, in kJ/mol, with the most stable structure set to zero: 1 278.6; 2 0.0.

---

1:
Molecular formula: C2H3N3O
Method: DFT, wB97M-V/def2-TZVPD

CARTESIAN COORDINATES (ANGSTROEM)
O1 -1.763 1.253 0.005
C1 -0.746 0.563 0.003
N1 0.620 0.737 0.034
C2 1.171 -0.535 0.006
N2 0.270 -1.477 -0.040
N3 -0.917 -0.756 -0.041
H1 1.090 1.624 0.071
H2 2.245 -0.696 0.021
H3 -1.971 -0.654 -0.059

Computed properties:
total charge: 0
orbital gap: 9.82 eV
multiplicity: 1
structure (SMILES): O=c1[nH]cn[nH]1
molar mass: 85.07 g mol⁻¹

---

2:
Molecular formula: C2H3N3O
Method: DFT, wB97M-V/def2-TZVPD

CARTESIAN COORDINATES (ANGSTROEM)
O1 0.119 1.929 0.468
C1 0.052 0.656 0.053
N1 0.423 0.120 -1.084
C2 0.076 -1.189 -0.898
N2 -0.478 -1.476 0.259
N3 -0.473 -0.268 0.871
H1 0.970 2.302 0.217
H2 0.226 -1.954 -1.649
H3 -0.914 -0.120 1.763

Computed properties:
total charge: 0
orbital gap: 10.33 eV
multiplicity: 1
structure (SMILES): Oc1ncn[nH]1
molar mass: 85.07 g mol⁻¹

---

Relative energies, in kJ/mol, with the most stable structure set to zero: 1 84.5; 2 0.0.